Formula: C12H23N5O6SZn
Source: OMol25
Level of theory: ωB97M-V/def2-TZVPD

Geometry as XYZ:
```
48
Properties=species:S:1:pos:R:3:forces:R:3
O 0.042059 -1.989915 -4.248362 -0.3 0.1 0.1
H -0.909698 -1.859135 -4.040899 0.3 0.0 0.0
Zn -0.427473 0.080137 -0.224683 0.1 -0.6 -0.2
N 1.168762 -1.093997 -0.741031 0.5 -0.6 -0.2
N -1.019029 -1.828995 0.320602 0.2 -1.0 1.0
N 0.334362 1.953530 -0.250230 0.3 2.0 1.1
N -1.611193 1.054474 1.136683 -0.2 1.9 1.5
O 2.351339 -0.699490 -0.907093 -0.2 -0.1 -0.5
O 1.410683 2.438627 -0.986295 -0.2 -0.3 0.2
O -2.664258 0.492433 1.811831 0.5 0.1 -0.2
O -2.024028 -2.077741 1.088107 0.6 -0.3 -0.9
C -0.345080 -2.829782 -0.314695 -0.6 0.9 0.3
C 0.880480 -2.420533 -0.906303 -0.5 0.7 0.3
C -0.250266 2.825925 0.545168 2.0 -1.1 -2.0
C -1.370347 2.340535 1.297251 -1.6 -2.8 0.5
C 1.826446 -3.256379 -1.679351 -0.1 -0.2 0.3
H 1.963102 -2.807258 -2.654264 0.2 0.1 -0.2
H 1.450941 -4.259522 -1.812464 0.0 -0.3 0.0
H 2.788686 -3.284976 -1.176752 0.2 0.0 0.0
C -0.944710 -4.183762 -0.379831 0.2 0.0 -0.1
H -1.911775 -4.126803 -0.864640 -0.3 0.0 0.0
H -1.088339 -4.614012 0.603818 -0.1 0.0 0.2
H -0.317433 -4.834841 -0.960417 0.2 -0.4 -0.2
C 0.229481 4.215545 0.675773 0.1 0.6 -0.2
C -2.158558 3.220027 2.194092 -0.4 0.3 0.3
H 0.888252 4.424426 -0.166017 -0.1 0.2 0.2
H 0.786499 4.368721 1.606235 0.0 -0.1 -0.1
H -0.603983 4.918427 0.683698 0.0 0.0 -0.1
H -2.729451 2.614960 2.897953 0.0 0.0 -0.1
H -2.858808 3.856308 1.643001 0.0 -0.1 -0.1
H -1.518725 3.897445 2.758546 0.1 -0.1 0.0
H 1.837855 1.643026 -1.374034 -0.3 0.2 0.3
H -2.546184 -0.496305 1.637031 -0.1 0.5 -0.2
C -1.827656 0.215191 -1.570116 -0.8 0.5 -0.5
H -1.395818 -0.178374 -2.482563 -0.4 0.1 -0.7
H -2.122797 1.267229 -1.636601 0.2 0.0 -0.6
H -2.742150 -0.300440 -1.281531 0.0 -0.4 -0.1
O 1.840878 0.819292 -3.958715 -1.2 -0.5 0.0
H 1.583718 0.009794 -4.455169 0.3 0.7 0.5
H 0.981145 1.097666 -3.571655 0.8 -0.2 -0.4
S 1.390855 -0.571114 4.231195 0.3 0.3 -0.9
C 2.626502 0.188530 3.251898 -1.0 -0.2 -0.8
C 2.158391 0.338762 1.962521 -0.3 -0.5 1.6
N 0.882094 -0.156651 1.764996 0.0 0.3 0.7
C 0.333064 -0.646914 2.843017 1.7 0.6 0.3
H 3.602741 0.470265 3.621952 -0.2 -0.1 0.1
H 2.700216 0.806571 1.152015 -0.1 -0.2 0.0
H -0.670783 -1.040896 2.916320 0.1 -0.1 -0.1
```
Forces are in eV/Å.

Computed properties:
Kohn-Sham gap (alpha / beta), eV: 5.020 / 6.353
LUMO level (alpha / beta), eV: -2.28 / -0.94
DFT total energy, eV: -91796.133
HOMO energy (alpha / beta), eV: -7.302 / -7.297
Spin multiplicity: 1
Net charge: 0